Entry 1:
{"formula": "C34H63Cl4N5O20", "method": "ωB97M-V/def2-TZVPD", "symbols": ["O", "C", "O", "C", "C", "O", "H", "H", "H", "H", "O", "C", "O", "C", "C", "O", "H", "H", "H", "H", "O", "C", "O", "C", "C", "O", "H", "H", "H", "H", "O", "C", "O", "C", "C", "O", "H", "H", "H", "H", "O", "C", "O", "C", "C", "O", "H", "H", "H", "H", "C", "N", "C", "C", "O", "H", "H", "H", "H", "H", "H", "H", "C", "N", "C", "C", "O", "H", "H", "H", "H", "H", "H", "H", "C", "N", "C", "C", "O", "H", "H", "H", "H", "H", "H", "H", "C", "N", "C", "C", "O", "H", "H", "H", "H", "H", "H", "H", "C", "N", "C", "C", "O", "H", "H", "H", "H", "H", "H", "H", "Cl", "C", "C", "Cl", "H", "H", "H", "H", "Cl", "C", "C", "Cl", "H", "H", "H", "H"], "positions_angstrom": [[-1.654, -5.806, -18.929], [-1.274, -5.900, -20.042], [-1.661, -6.891, -20.901], [-0.911, -6.772, -22.102], [-0.362, -5.324, -22.042], [-0.422, -5.034, -20.657], [-0.111, -7.495, -22.240], [-1.621, -6.924, -22.915], [-0.984, -4.689, -22.676], [0.668, -5.224, -22.372], [-3.033, -11.417, -25.828], [-3.980, -11.723, -25.171], [-3.978, -11.862, -23.822], [-5.282, -12.199, -23.373], [-6.134, -12.260, -24.651], [-5.221, -11.844, -25.662], [-5.326, -13.135, -22.820], [-5.631, -11.403, -22.715], [-6.984, -11.581, -24.621], [-6.536, -13.254, -24.846], [0.328, -15.199, -25.370], [0.889, -16.170, -24.982], [2.055, -16.158, -24.292], [2.490, -17.517, -24.109], [1.160, -18.287, -24.198], [0.350, -17.417, -24.987], [3.170, -17.803, -24.913], [2.984, -17.658, -23.154], [0.782, -18.561, -23.214], [1.334, -19.208, -24.755], [-0.920, -11.379, -15.820], [-0.654, -10.874, -16.812], [-1.419, -9.969, -17.441], [-0.694, -9.353, -18.517], [0.476, -10.313, -18.688], [0.458, -11.142, -17.527], [-1.333, -9.328, -19.400], [-0.364, -8.329, -18.343], [1.450, -9.811, -18.710], [0.525, -10.865, -19.634], [2.226, -12.297, -29.719], [1.291, -12.222, -29.002], [1.320, -12.359, -27.647], [-0.010, -12.138, -27.090], [-0.895, -12.196, -28.346], [0.036, -11.973, -29.427], [-0.290, -13.039, -26.545], [-0.139, -11.211, -26.527], [-1.611, -11.374, -28.433], [-1.520, -13.087, -28.435], [-4.144, -9.072, -21.446], [-3.669, -10.367, -21.041], [-4.110, -11.149, -20.018], [-3.322, -12.413, -19.754], [-5.094, -10.870, -19.338], [-5.202, -9.132, -21.714], [-3.626, -8.715, -22.333], [-3.958, -8.361, -20.643], [-2.885, -10.784, -21.534], [-3.392, -12.779, -18.736], [-2.271, -12.196, -19.967], [-3.702, -13.228, -20.376], [2.737, -8.629, -22.360], [2.945, -7.330, -21.767], [2.305, -6.910, -20.648], [2.710, -5.574, -20.060], [1.427, -7.576, -20.114], [3.668, -9.156, -22.572], [2.174, -8.579, -23.291], [2.209, -9.265, -21.650], [3.720, -6.800, -22.119], [2.690, -5.771, -18.993], [2.052, -4.774, -20.379], [3.730, -5.289, -20.333], [3.935, -15.066, -21.072], [2.729, -15.760, -20.722], [1.599, -15.113, -20.316], [0.356, -15.949, -20.397], [1.588, -13.941, -20.058], [4.329, -15.324, -22.061], [4.740, -15.380, -20.394], [3.825, -13.995, -20.985], [2.621, -16.739, -20.897], [-0.433, -15.763, -19.679], [0.583, -17.018, -20.287], [-0.017, -15.814, -21.415], [4.689, -11.034, -27.908], [4.808, -12.064, -26.918], [4.358, -12.010, -25.634], [4.252, -13.341, -24.927], [3.953, -10.955, -25.122], [5.151, -11.333, -28.846], [5.096, -10.059, -27.641], [3.646, -10.873, -28.191], [5.215, -12.900, -27.296], [5.261, -13.734, -24.765], [3.815, -14.100, -25.580], [3.657, -13.199, -24.041], [-3.080, -15.129, -25.289], [-4.006, -15.368, -26.361], [-5.310, -15.629, -26.143], [-6.203, -15.625, -27.364], [-5.766, -15.784, -25.022], [-2.332, -14.389, -25.595], [-2.368, -15.947, -25.094], [-3.628, -14.927, -24.377], [-3.668, -15.293, -27.300], [-6.804, -14.722, -27.325], [-6.823, -16.514, -27.244], [-5.688, -15.732, -28.317], [0.642, -6.687, -27.986], [1.446, -8.177, -27.445], [1.141, -8.462, -25.995], [-0.611, -8.866, -25.824], [2.527, -8.062, -27.539], [1.170, -9.008, -28.085], [1.338, -7.637, -25.325], [1.678, -9.368, -25.731], [-1.257, -13.283, -22.353], [-0.099, -12.595, -23.527], [0.512, -11.359, -22.920], [-0.655, -10.136, -22.391], [-0.665, -12.311, -24.406], [0.605, -13.398, -23.693], [1.187, -10.903, -23.650], [1.127, -11.569, -22.045]], "max_force_ev_per_a": 4.754, "smiles": "O=C1OCCO1.O=C1OCCO1.O=C1OCCO1.O=C1OCCO1.O=C1OCCO1.CNC(C)=O.CNC(C)=O.CNC(C)=O.CNC(C)=O.CNC(C)=O.ClCCCl.ClCCCl", "homo_lumo_gap_ev": 8.8, "lumo_ha": -0.0045, "homo_energy_ev": -8.94, "de_lowest_kj_mol": 0.00}

=====

Entry 2:
{"formula": "C34H63MgO12", "method": "ωB97M-V/def2-TZVPD", "symbols": ["Mg", "C", "C", "O", "H", "H", "H", "H", "H", "C", "C", "C", "O", "C", "H", "H", "H", "H", "H", "H", "H", "H", "C", "C", "C", "O", "C", "H", "H", "H", "H", "H", "H", "H", "H", "C", "C", "C", "O", "C", "H", "H", "H", "H", "H", "H", "H", "H", "C", "C", "C", "O", "C", "H", "H", "H", "H", "H", "H", "H", "H", "C", "C", "C", "O", "C", "H", "H", "H", "H", "H", "H", "H", "H", "O", "C", "O", "C", "C", "C", "H", "H", "H", "H", "H", "H", "O", "C", "O", "C", "C", "C", "H", "H", "H", "H", "H", "H", "O", "C", "O", "C", "C", "C", "H", "H", "H", "H", "H", "H"], "positions_angstrom": [[1.680, -2.498, -2.029], [-0.440, 0.059, 0.809], [0.171, -1.294, 0.536], [0.615, -1.345, -0.798], [-1.341, 0.241, 0.224], [0.296, 0.827, 0.572], [-0.633, 0.104, 1.881], [-0.585, -2.009, 0.862], [0.995, -1.463, 1.230], [-0.177, 4.456, -3.420], [-0.774, 3.287, -2.686], [0.406, 2.832, -1.850], [1.463, 3.701, -1.967], [0.874, 4.962, -2.419], [-0.858, 5.263, -3.689], [0.309, 4.171, -4.353], [-1.052, 2.520, -3.409], [-1.601, 3.564, -2.033], [0.742, 1.809, -2.016], [0.102, 2.791, -0.804], [1.627, 5.659, -2.787], [0.406, 5.423, -1.549], [-3.260, -2.246, -1.457], [-2.969, -3.608, -1.269], [-3.305, -4.101, -2.630], [-2.843, -3.092, -3.553], [-2.621, -1.918, -2.805], [-2.775, -1.609, -0.717], [-4.324, -2.079, -1.289], [-3.505, -4.120, -0.470], [-1.921, -3.584, -0.969], [-4.368, -4.275, -2.796], [-2.893, -5.074, -2.898], [-3.100, -1.063, -3.282], [-1.552, -1.794, -2.635], [-0.714, -4.830, 2.567], [-0.313, -4.169, 3.831], [1.158, -4.357, 4.018], [1.452, -5.420, 3.094], [0.681, -5.228, 1.993], [-1.271, -4.144, 1.928], [-1.326, -5.658, 2.924], [-0.759, -4.715, 4.662], [-0.669, -3.140, 3.890], [1.447, -4.543, 5.052], [1.555, -3.384, 3.727], [0.662, -6.097, 1.334], [1.120, -4.450, 1.367], [-5.742, 0.810, 1.745], [-4.311, 1.166, 1.510], [-4.268, 1.966, 0.182], [-5.436, 2.748, 0.289], [-6.410, 1.970, 0.950], [-5.999, 0.627, 2.789], [-5.932, -0.169, 1.304], [-3.601, 0.339, 1.555], [-3.996, 1.925, 2.227], [-4.443, 1.207, -0.580], [-3.370, 2.523, -0.086], [-6.970, 1.542, 0.118], [-7.163, 2.588, 1.440], [1.638, 0.602, 4.698], [0.931, -0.259, 5.659], [2.056, -1.156, 6.195], [3.189, -0.949, 5.382], [2.770, -0.234, 4.159], [1.985, 1.563, 5.078], [0.874, 0.892, 3.976], [0.265, -0.875, 5.055], [0.453, 0.247, 6.499], [1.721, -2.192, 6.135], [2.427, -0.903, 7.188], [2.371, -0.927, 3.419], [3.625, 0.299, 3.744], [2.701, 6.174, 0.972], [2.438, 5.071, 1.497], [1.383, 4.959, 2.327], [1.049, 3.593, 2.637], [2.277, 2.850, 1.984], [3.086, 3.768, 1.118], [0.173, 3.525, 1.991], [0.771, 3.323, 3.656], [1.828, 2.058, 1.386], [2.844, 2.418, 2.809], [2.964, 3.410, 0.096], [4.126, 3.820, 1.439], [0.936, -1.910, -3.697], [0.401, -1.669, -4.801], [-0.133, -2.635, -5.491], [-1.132, -2.205, -6.444], [-0.537, -0.753, -6.765], [0.163, -0.308, -5.510], [-2.129, -2.117, -6.013], [-1.066, -2.762, -7.378], [-1.218, 0.049, -7.048], [0.193, -0.857, -7.568], [-0.505, 0.326, -4.926], [1.066, 0.296, -5.606], [3.213, -1.050, -2.350], [3.903, -0.103, -2.002], [5.142, 0.055, -2.396], [5.867, 1.022, -1.697], [5.011, 1.249, -0.543], [3.592, 0.982, -0.978], [5.907, 2.012, -2.153], [6.830, 0.622, -1.380], [5.077, 2.239, -0.093], [5.310, 0.516, 0.207], [3.108, 1.757, -1.573], [2.884, 0.560, -0.265]], "max_force_ev_per_a": 5.455, "multiplicity": 2, "charge": 2, "homo_lumo_gap_ev": [7.2, 2.3], "lumo_ha": [-0.2141, -0.3965], "homo_energy_ev": [-13.07, -13.07], "s_squared": 0.754}